Density functional theory data (ωB97M-V/def2-TZVPD) for C20H37N3O7 as an isolated structure.

Positions of all 67 atoms, in Å:
C (2.64, -0.33, -4.41)
H (3.40, 0.27, -4.12)
H (2.53, -0.64, -5.39)
H (1.66, 0.30, -4.29)
C (2.38, -1.52, -3.80)
C (3.85, -2.42, -4.07)
H (3.97, -3.27, -3.46)
H (4.58, -1.97, -3.87)
H (3.72, -2.84, -5.14)
C (1.25, -2.41, -4.07)
H (1.41, -3.68, -3.68)
H (0.34, -2.16, -3.76)
H (1.06, -2.34, -5.25)
O (2.59, -1.56, -2.20)
C (2.18, -0.26, -1.75)
C (0.94, 0.15, -1.62)
N (0.16, -0.41, -0.53)
C (-0.80, -1.36, -0.73)
O (-1.41, -1.81, -1.72)
C (-1.31, -2.09, 0.61)
N (-0.95, -1.51, 1.70)
C (-1.33, -0.60, 2.47)
O (-2.45, -0.02, 2.14)
O (-0.69, -0.33, 3.66)
C (-1.59, 0.44, 4.56)
C (-2.83, 0.26, 5.12)
H (-3.14, 1.10, 5.78)
H (-3.52, 0.19, 4.29)
H (-2.66, -0.73, 5.38)
C (-0.35, 0.60, 5.81)
H (-0.73, 1.11, 6.59)
H (0.51, 0.77, 5.35)
H (-0.39, -0.50, 6.20)
C (-1.38, 2.18, 3.95)
H (-2.04, 2.19, 3.14)
H (-0.34, 2.15, 3.81)
H (-1.83, 2.75, 4.74)
H (0.14, -1.91, 2.31)
H (-2.49, -2.00, 0.58)
C (-0.87, -3.69, 0.49)
C (0.60, -3.42, 0.51)
O (1.49, -3.42, 1.38)
N (1.06, -3.68, -0.93)
H (0.40, -3.53, -1.71)
H (1.94, -3.56, -1.12)
H (-1.57, -3.92, -0.26)
H (-1.33, -3.92, 1.47)
H (0.37, -0.18, 0.50)
H (0.18, -0.29, -2.51)
C (0.70, 1.55, -1.52)
O (1.33, 2.41, -1.81)
O (-0.63, 1.81, -0.86)
C (-1.25, 3.16, -0.43)
C (-0.12, 3.94, 0.54)
H (0.88, 4.07, 0.20)
H (-0.39, 4.77, 0.91)
H (-0.18, 3.24, 1.29)
C (-1.06, 4.01, -1.88)
H (-1.71, 3.43, -2.54)
H (0.04, 4.35, -1.98)
H (-1.76, 5.04, -1.62)
C (-2.41, 2.96, 0.07)
H (-3.21, 2.56, -0.78)
H (-2.72, 3.83, 0.33)
H (-2.41, 2.25, 0.75)
H (2.83, 0.66, -2.16)
H (2.73, -0.22, -0.67)

## Properties
Energy above the lowest of the compared OMol25 structures with the same formula, charge and spin ... 237.5 kcal/mol
2S+1 ... 1
Orbital gap ... 9.555 eV
HOMO energy ... -8.9932 eV
Energy ... -40125.374 eV
LUMO ... 0.6 eV
Total charge ... 0

=====

Density functional theory data (ωB97M-V/def2-TZVPD) for a 8-piece molecular cluster, C20H38Cl14NO5S overall.

Positions of all 79 atoms, in Å:
C (2.39, -0.31, 1.77)
C (2.02, 0.16, 0.22)
C (3.05, -0.72, -0.75)
C (0.46, -0.28, -0.02)
C (-0.35, 0.59, -1.14)
C (-1.99, 0.37, -0.98)
C (-2.44, -1.20, -0.84)
C (-3.36, -1.33, 0.53)
O (-3.20, -2.29, 1.47)
O (-4.45, -0.34, 0.83)
C (0.05, 0.03, -2.63)
S (-0.58, 1.06, -4.07)
O (-0.58, 0.17, -5.36)
O (0.38, 2.27, -4.41)
C (-0.08, 2.19, -0.90)
C (1.14, 2.53, 0.14)
C (1.66, 4.07, -0.26)
C (0.62, 2.64, 1.70)
N (2.33, 1.62, -0.06)
O (3.41, 2.01, 0.68)
H (3.54, -0.23, 2.01)
H (2.12, -1.47, 1.86)
H (1.71, 0.23, 2.58)
H (3.77, 0.03, -1.33)
H (3.78, -1.36, -0.06)
H (2.47, -1.43, -1.49)
H (-0.14, -0.32, 0.98)
H (0.49, -1.40, -0.44)
H (-2.58, 0.83, -1.89)
H (-2.30, 0.90, 0.04)
H (-1.57, -1.98, -0.90)
H (-3.18, -1.46, -1.74)
H (-5.33, -0.70, 0.46)
H (-0.43, -1.05, -2.77)
H (1.22, -0.13, -2.77)
H (-1.92, 1.52, -3.88)
H (0.10, 2.82, -1.88)
H (-1.07, 2.64, -0.41)
H (0.74, 4.79, -0.06)
H (2.52, 4.46, 0.43)
H (1.96, 4.17, -1.39)
H (-0.05, 1.69, 1.89)
H (-0.11, 3.57, 1.77)
H (1.48, 2.64, 2.49)
C (-0.82, 4.14, 5.23)
Cl (0.93, 4.31, 5.40)
Cl (-1.29, 2.44, 5.07)
H (-1.31, 4.56, 6.11)
H (-1.15, 4.68, 4.34)
C (1.77, 7.86, 4.10)
Cl (1.62, 6.59, 2.88)
Cl (0.59, 7.65, 5.39)
H (2.78, 7.83, 4.52)
H (1.60, 8.83, 3.62)
C (-6.58, -0.50, 3.13)
Cl (-7.74, -1.49, 2.23)
Cl (-7.39, 0.86, 3.93)
H (-6.10, -1.13, 3.89)
H (-5.83, -0.12, 2.44)
C (-0.06, -2.97, -5.43)
Cl (-1.18, -4.02, -6.31)
Cl (-0.03, -3.37, -3.71)
H (0.95, -3.10, -5.85)
H (-0.38, -1.93, -5.55)
C (-3.59, -5.28, -3.16)
Cl (-4.75, -6.27, -4.06)
Cl (-4.40, -3.92, -2.36)
H (-3.11, -5.90, -2.40)
H (-2.84, -4.89, -3.85)
C (1.89, -4.70, 1.33)
Cl (2.43, -3.87, 2.80)
Cl (2.34, -3.80, -0.12)
H (2.35, -5.69, 1.30)
H (0.80, -4.80, 1.36)
C (6.31, -4.83, -1.14)
Cl (5.15, -5.81, -2.04)
Cl (5.50, -3.47, -0.34)
H (6.79, -5.45, -0.38)
H (7.06, -4.44, -1.83)

## Properties
2S+1 ... 2
Orbital gap (alpha / beta) ... 8.952 / 9.372 eV
HOMO energy (alpha / beta) ... -9.2414 / -9.9053 eV
Energy ... -219222.570 eV
LUMO (alpha / beta) ... -0.3 / -0.5 eV
⟨S²⟩ ... 0.755
Total charge ... 0

=====

Density functional theory data (ωB97M-V/def2-TZVPD) for a 2-piece molecular cluster, C20H38F2N2O3S overall.

Positions of all 66 atoms, in Å:
C (7.34, -2.08, -1.15)
C (6.26, -3.10, -1.50)
C (5.28, -2.58, -2.57)
C (3.81, -2.90, -2.26)
C (2.83, -1.83, -2.77)
S (2.50, -0.73, -1.39)
C (1.08, -1.39, -0.49)
C (0.60, -2.77, -0.93)
C (-0.22, -3.43, 0.19)
C (0.58, -3.64, 1.48)
N (2.00, 0.71, -2.14)
C (2.49, 1.89, -1.45)
O (3.44, 2.48, -1.82)
F (1.83, 2.12, -0.34)
C (0.65, 0.79, -2.55)
O (-0.05, 1.71, -2.39)
F (0.30, -0.35, -3.13)
H (6.89, -1.10, -1.01)
H (8.07, -2.01, -1.96)
H (7.86, -2.37, -0.24)
H (5.72, -3.35, -0.58)
H (6.72, -4.01, -1.85)
H (5.52, -3.09, -3.50)
H (5.42, -1.51, -2.73)
H (3.52, -3.86, -2.69)
H (3.69, -3.03, -1.19)
H (3.32, -1.18, -3.48)
H (1.90, -2.21, -3.18)
H (1.42, -1.42, 0.55)
H (0.24, -0.69, -0.52)
H (1.41, -3.44, -1.18)
H (-0.05, -2.65, -1.79)
H (-0.50, -4.41, -0.20)
H (-1.15, -2.89, 0.37)
H (1.62, -3.83, 1.24)
H (0.20, -4.48, 2.05)
H (0.56, -2.75, 2.10)
C (-1.64, 1.80, 0.83)
C (-3.14, 1.77, 0.48)
C (-3.58, 3.11, -0.11)
C (-3.69, 4.22, 0.93)
C (-4.57, 3.78, 2.11)
C (-4.12, 2.46, 2.74)
N (-3.97, 1.43, 1.67)
O (-5.11, 0.91, 1.33)
C (-2.81, 2.66, 3.52)
C (-5.16, 1.98, 3.74)
C (-3.32, 0.67, -0.57)
H (-1.27, 2.79, 1.10)
H (-1.42, 1.12, 1.66)
H (-1.05, 1.47, -0.02)
H (-4.56, 2.98, -0.59)
H (-2.88, 3.39, -0.89)
H (-2.70, 4.52, 1.29)
H (-4.13, 5.11, 0.47)
H (-4.58, 4.55, 2.88)
H (-5.60, 3.68, 1.76)
H (-2.42, 1.71, 3.87)
H (-3.01, 3.28, 4.39)
H (-2.03, 3.17, 2.95)
H (-6.15, 1.91, 3.30)
H (-5.22, 2.69, 4.56)
H (-4.89, 1.01, 4.15)
H (-3.05, -0.31, -0.17)
H (-2.67, 0.89, -1.42)
H (-4.34, 0.62, -0.94)

## Properties
2S+1 ... 2
Orbital gap (alpha / beta) ... 6.150 / 7.199 eV
HOMO energy (alpha / beta) ... -10.1705 / -11.2194 eV
Energy ... -46740.344 eV
LUMO (alpha / beta) ... -4.0 / -4.0 eV
⟨S²⟩ ... 0.754
Total charge ... +1

=====

Density functional theory data (ωB97M-V/def2-TZVPD) for C20H38Ge2MnN2 as an isolated structure.

Positions of all 63 atoms, in Å:
Mn (-0.36, 0.11, -0.12)
N (-0.93, 1.14, 1.67)
C (-1.94, 0.46, 2.55)
C (-2.91, -0.40, 1.73)
C (-2.63, -1.90, 1.78)
C (-1.25, -2.34, 1.33)
N (-0.98, -1.92, -0.08)
H (-0.12, 1.41, 2.23)
H (-1.32, 2.03, 1.37)
H (-2.47, 1.21, 3.13)
H (-1.38, -0.16, 3.25)
H (-2.93, -0.03, 0.69)
H (-3.93, -0.22, 2.07)
H (-3.39, -2.44, 1.20)
H (-2.76, -2.24, 2.81)
H (-1.15, -3.42, 1.42)
H (-0.47, -1.90, 1.96)
H (-1.79, -2.16, -0.66)
H (-0.22, -2.48, -0.46)
C (4.18, -1.94, -0.47)
C (2.70, -1.66, -0.17)
Ge (2.34, 0.27, -0.33)
C (2.59, 1.22, 1.38)
C (4.05, 1.66, 1.52)
C (3.28, 1.12, -1.80)
C (2.49, 1.60, -2.77)
Ge (0.67, 1.19, -2.24)
C (-0.55, 2.61, -1.56)
C (-0.98, 3.60, -2.66)
C (-0.38, -0.21, -3.16)
C (-0.68, 0.12, -4.63)
C (2.86, 2.29, -4.01)
C (1.88, 2.70, -4.90)
C (2.21, 3.34, -6.09)
C (3.54, 3.59, -6.38)
C (4.53, 3.19, -5.50)
C (4.20, 2.54, -4.32)
H (4.41, -3.00, -0.33)
H (4.84, -1.38, 0.19)
H (4.43, -1.67, -1.50)
H (2.45, -1.98, 0.85)
H (2.08, -2.23, -0.85)
H (2.31, 0.55, 2.20)
H (1.94, 2.10, 1.44)
H (4.74, 0.81, 1.46)
H (4.22, 2.15, 2.48)
H (4.33, 2.37, 0.74)
H (4.36, 1.20, -1.84)
H (-0.04, 3.14, -0.76)
H (-1.46, 2.16, -1.14)
H (-0.12, 4.13, -3.06)
H (-1.66, 4.35, -2.25)
H (-1.49, 3.10, -3.48)
H (-1.33, -0.36, -2.63)
H (0.18, -1.15, -3.10)
H (-1.26, 1.04, -4.73)
H (-1.27, -0.68, -5.08)
H (0.23, 0.23, -5.20)
H (0.83, 2.51, -4.69)
H (1.43, 3.65, -6.77)
H (3.80, 4.09, -7.30)
H (5.57, 3.38, -5.73)
H (4.99, 2.23, -3.65)

## Properties
Energy above the lowest of the compared OMol25 structures with the same formula, charge and spin ... 2.3 kcal/mol
2S+1 ... 6
Orbital gap (alpha / beta) ... 7.869 / 6.483 eV
HOMO energy (alpha / beta) ... -13.6890 / -13.6875 eV
Energy ... -168674.069 eV
LUMO (alpha / beta) ... -5.8 / -7.2 eV
⟨S²⟩ ... 8.758
Total charge ... +2

=====

Density functional theory data (ωB97M-V/def2-TZVPD) for a 6-piece molecular cluster, C20H38NO16S overall.

Positions of all 76 atoms, in Å:
C (-0.30, -0.59, -0.54)
N (-0.52, -0.62, -2.06)
C (0.45, 0.33, -2.79)
C (-0.20, -1.95, -2.63)
C (-1.89, -0.19, -2.35)
C (-3.01, -1.10, -1.81)
O (-3.88, -0.51, -0.93)
H (0.44, -0.01, -0.30)
H (-0.05, -1.41, -0.11)
H (-1.17, -0.32, -0.01)
H (0.42, 1.47, -2.59)
H (0.23, 0.36, -3.96)
H (1.48, 0.00, -2.48)
H (-0.61, -1.89, -3.76)
H (-0.81, -2.74, -2.04)
H (0.84, -2.26, -2.76)
H (-2.21, 0.17, -3.44)
H (-1.99, 0.80, -1.77)
H (-2.84, -1.98, -1.17)
H (-3.54, -1.28, -2.80)
H (-4.75, -0.93, -1.13)
O (2.20, -4.29, -1.56)
S (3.06, -3.27, -0.89)
O (2.65, -1.89, -0.96)
O (3.09, -3.61, 0.81)
C (1.79, -3.97, 1.36)
C (1.84, -4.24, 2.79)
C (4.81, -3.41, -1.28)
H (1.35, -4.76, 0.81)
H (1.09, -3.15, 1.23)
H (2.11, -3.23, 3.17)
H (2.60, -4.94, 3.14)
H (0.79, -4.28, 3.27)
H (4.65, -2.97, -2.35)
H (5.00, -4.42, -1.09)
H (5.44, -2.72, -0.78)
C (-2.80, -4.23, 4.05)
C (-4.12, -3.86, 3.54)
O (-3.91, -3.71, 2.17)
C (-2.53, -3.53, 1.90)
O (-1.98, -3.38, 0.84)
O (-1.94, -3.88, 3.01)
H (-2.63, -5.31, 4.07)
H (-2.40, -3.90, 5.11)
H (-4.50, -2.91, 3.83)
H (-4.69, -4.63, 3.86)
C (-2.90, 4.99, -0.91)
C (-3.39, 5.93, -1.95)
O (-3.18, 5.08, -3.13)
C (-2.91, 3.81, -2.88)
O (-2.62, 2.89, -3.58)
O (-2.61, 3.76, -1.60)
H (-3.64, 4.78, -0.19)
H (-2.18, 5.48, -0.41)
H (-2.93, 6.91, -1.80)
H (-4.55, 6.08, -1.88)
C (4.89, 3.86, 0.38)
C (5.10, 3.14, -0.98)
O (3.83, 2.70, -1.33)
C (2.95, 2.91, -0.32)
O (1.74, 2.64, -0.24)
O (3.60, 3.38, 0.75)
H (5.01, 4.95, 0.29)
H (5.83, 3.52, 0.86)
H (5.69, 2.15, -0.90)
H (5.59, 3.73, -1.61)
C (-0.61, 3.28, 1.89)
C (0.58, 3.40, 2.73)
O (1.06, 2.02, 2.83)
C (0.11, 1.12, 2.44)
O (0.11, -0.13, 2.47)
O (-0.92, 1.86, 1.80)
H (-0.43, 3.37, 0.68)
H (-1.67, 3.86, 2.25)
H (0.15, 3.77, 3.67)
H (1.21, 3.93, 2.03)

## Properties
Energy above the lowest of the compared OMol25 structures with the same formula, charge and spin ... 0.0 kcal/mol
2S+1 ... 1
Orbital gap ... 10.706 eV
HOMO energy ... -12.3771 eV
Energy ... -66427.112 eV
LUMO ... -1.7 eV
Total charge ... +1

=====

Density functional theory data (ωB97M-V/def2-TZVPD) for a 2-piece molecular cluster, C20H38O2P overall.

Positions of all 61 atoms, in Å:
C (0.77, 3.35, 2.39)
C (-0.36, 3.64, 2.11)
C (-1.72, 4.14, 1.94)
P (-2.80, 2.79, 1.32)
C (-1.89, 1.40, 0.62)
C (-1.64, 0.26, 1.65)
C (-0.28, -0.40, 1.36)
C (-0.29, -1.09, -0.03)
C (0.71, -2.26, -0.06)
C (2.17, -1.79, -0.22)
C (3.04, -2.90, -0.85)
C (3.20, -2.79, -2.39)
C (4.66, -2.65, -2.88)
C (4.88, -1.57, -3.99)
C (6.04, -0.61, -3.65)
C (5.64, 0.69, -2.92)
C (4.56, 0.54, -1.86)
H (1.81, 3.18, 2.59)
H (-1.71, 4.97, 1.23)
H (-2.12, 4.48, 2.90)
H (-3.68, 2.40, 2.34)
H (-3.60, 3.33, 0.31)
H (-2.52, 0.99, -0.17)
H (-0.97, 1.73, 0.14)
H (-1.71, 0.62, 2.68)
H (-2.41, -0.50, 1.51)
H (0.49, 0.38, 1.41)
H (-0.09, -1.16, 2.11)
H (-1.30, -1.44, -0.25)
H (0.02, -0.36, -0.78)
H (0.65, -2.80, 0.89)
H (0.44, -2.97, -0.85)
H (2.17, -0.88, -0.82)
H (2.56, -1.57, 0.77)
H (2.57, -3.85, -0.61)
H (4.03, -2.88, -0.38)
H (2.55, -2.00, -2.77)
H (2.80, -3.71, -2.83)
H (5.30, -2.40, -2.03)
H (4.96, -3.62, -3.29)
H (5.15, -2.11, -4.90)
H (3.95, -1.04, -4.18)
H (6.49, -0.30, -4.61)
H (6.82, -1.15, -3.13)
H (5.40, 1.48, -3.63)
H (6.54, 1.05, -2.41)
H (4.97, 0.29, -0.88)
H (3.77, -0.16, -2.13)
H (4.07, 1.51, -1.72)
O (-6.23, -0.15, 0.21)
C (-6.50, 0.17, 1.32)
O (-5.58, 0.17, 2.32)
C (-6.21, 0.51, 3.58)
C (-7.48, 1.26, 3.20)
C (-7.85, 0.60, 1.87)
H (-6.42, -0.42, 4.12)
H (-5.52, 1.11, 4.17)
H (-8.25, 1.20, 3.96)
H (-7.25, 2.31, 3.03)
H (-8.47, -0.29, 2.01)
H (-8.34, 1.29, 1.18)

## Properties
2S+1 ... 1
Orbital gap ... 9.149 eV
HOMO energy ... -12.1091 eV
Energy ... -34731.424 eV
LUMO ... -3.0 eV
Total charge ... +1

=====

Density functional theory data (ωB97M-V/def2-TZVPD) for C20H39As3BeF3N3S as an isolated structure.

Positions of all 70 atoms, in Å:
Be (0.06, 0.30, 0.00)
C (3.17, -0.79, 1.47)
As (2.31, 0.56, 0.34)
C (3.28, 2.12, 1.02)
C (3.16, 0.05, -1.34)
C (2.89, 0.84, -2.63)
C (3.99, 0.45, -3.63)
C (1.55, 0.46, -3.28)
As (-0.10, 0.62, -2.22)
C (-1.30, -0.46, -3.30)
C (-0.86, 2.39, -2.52)
C (2.95, 2.34, -2.34)
As (3.44, 3.55, -3.89)
C (1.65, 4.02, -4.58)
C (3.67, 5.14, -2.75)
H (4.25, -0.79, 1.29)
H (2.79, -1.79, 1.23)
H (3.00, -0.58, 2.53)
H (4.34, 1.98, 0.80)
H (3.15, 2.19, 2.11)
H (2.93, 3.05, 0.57)
H (2.90, -1.01, -1.49)
H (4.24, 0.09, -1.15)
H (4.10, -0.64, -3.66)
H (4.94, 0.90, -3.35)
H (3.73, 0.79, -4.63)
H (1.59, -0.59, -3.60)
H (1.41, 1.07, -4.18)
H (-1.22, -0.18, -4.36)
H (-2.34, -0.30, -2.98)
H (-1.07, -1.52, -3.20)
H (-0.80, 2.67, -3.57)
H (-0.37, 3.15, -1.91)
H (-1.92, 2.35, -2.23)
H (3.77, 2.52, -1.63)
H (2.01, 2.66, -1.85)
H (1.17, 3.19, -5.08)
H (1.80, 4.80, -5.32)
H (1.00, 4.41, -3.79)
H (4.60, 5.07, -2.18)
H (2.84, 5.28, -2.07)
H (3.75, 6.02, -3.39)
F (-4.76, 3.12, 3.50)
C (-3.56, 3.68, 3.39)
F (-3.01, 3.72, 4.61)
F (-3.73, 4.94, 2.97)
C (-2.66, 2.91, 2.44)
C (-3.17, 1.91, 1.61)
C (-2.29, 1.23, 0.80)
N (-0.97, 1.44, 0.83)
C (-0.49, 2.41, 1.61)
C (-1.30, 3.18, 2.43)
H (-4.22, 1.67, 1.62)
H (-2.63, 0.45, 0.13)
H (0.58, 2.55, 1.60)
H (-0.89, 3.94, 3.06)
C (0.27, -1.75, 4.45)
N (0.14, -1.44, 3.03)
C (-0.91, -1.61, 2.23)
S (-0.63, -1.63, 0.52)
N (-2.16, -1.78, 2.61)
C (-2.76, -1.68, 3.93)
H (1.29, -2.06, 4.64)
H (-0.39, -2.57, 4.73)
H (0.06, -0.88, 5.07)
H (1.01, -1.30, 2.54)
H (-2.79, -2.03, 1.85)
H (-2.76, -2.64, 4.44)
H (-3.80, -1.37, 3.81)
H (-2.25, -0.93, 4.52)

## Properties
2S+1 ... 1
Orbital gap ... 7.150 eV
HOMO energy ... -13.2271 eV
Energy ... -227737.390 eV
LUMO ... -6.1 eV
Total charge ... +2

=====

Number 1: F_max 17.3 eV/A. Number 2: F_max 9.0 eV/A. Number 3: F_max 1.5 eV/A. Number 4: F_max 0.3 eV/A. Number 5: F_max 6.9 eV/A. Number 6: F_max 1.1 eV/A. Number 7: F_max 0.9 eV/A.